Record 1
{
  "formula": "C40H41N2P2PtSSi",
  "method": "ωB97M-V with the def2-TZVPD basis set",
  "symbols": ["Pt", "C", "Si", "C", "C", "C", "C", "C", "C", "N", "C", "S", "H", "H", "H", "H", "H", "H", "H", "H", "H", "H", "H", "H", "C", "N", "C", "P", "C", "C", "C", "C", "C", "C", "C", "C", "C", "C", "C", "C", "C", "C", "C", "C", "C", "C", "P", "C", "C", "C", "C", "C", "C", "C", "C", "C", "C", "C", "C", "H", "H", "H", "H", "H", "H", "H", "H", "H", "H", "H", "H", "H", "H", "H", "H", "H", "H", "H", "H", "H", "H", "H", "H", "H", "H", "H", "H", "H"],
  "coordinates": [[0.604785, -0.288696, 1.069193], [-0.226294, -6.056075, 0.239817], [1.526238, -5.677050, -0.276843], [2.671898, -7.083413, 0.103840], [1.657358, -5.101298, -2.043330], [2.111570, -4.197080, 0.841369], [3.182196, -4.352508, 1.739871], [3.597531, -3.319513, 2.553889], [2.940296, -2.078158, 2.493178], [1.938023, -1.885868, 1.665368], [1.528138, -2.918400, 0.854126], [0.218914, -2.399570, -0.115821], [-0.556333, -6.960540, -0.277050], [-0.929153, -5.262168, -0.018796], [-0.294492, -6.254828, 1.312412], [2.383163, -7.943600, -0.504673], [2.618154, -7.402487, 1.146368], [3.711345, -6.858327, -0.139964], [1.404260, -5.925297, -2.714276], [2.673121, -4.784488, -2.286372], [0.977586, -4.280307, -2.273279], [3.690910, -5.306155, 1.799912], [4.426023, -3.443534, 3.237761], [3.238958, -1.248257, 3.119632], [-2.247157, 1.268345, 0.202138], [-2.518735, 1.948851, 1.458707], [-1.979063, 1.354057, 2.694204], [-1.184838, -0.315012, 2.633597], [-0.565210, -0.442312, 4.312120], [-1.244666, -1.174637, 5.285291], [-0.742584, -1.223981, 6.578051], [0.424264, -0.544759, 6.899279], [1.105519, 0.184965, 5.930271], [0.618203, 0.228887, 4.635825], [-2.480648, -1.528550, 2.387124], [-2.105856, -2.877089, 2.392226], [-3.060289, -3.861542, 2.201303], [-4.389495, -3.508881, 1.996580], [-4.767436, -2.174049, 1.993480], [-3.816979, -1.182222, 2.188675], [-3.108776, 3.166350, 1.519690], [-3.115898, 3.901508, 2.749772], [-3.715097, 5.127607, 2.819416], [-4.347555, 5.674842, 1.694101], [-4.367002, 4.968619, 0.485010], [-3.765661, 3.745296, 0.384114], [-0.429616, 1.307485, -0.214711], [-0.398078, 0.916508, -1.959899], [-1.289323, -0.033185, -2.478284], [-1.204630, -0.387053, -3.818141], [-0.235436, 0.188929, -4.629090], [0.652516, 1.118363, -4.110574], [0.579534, 1.484432, -2.778982], [-0.000800, 3.024929, 0.048913], [0.753433, 3.385847, 1.163524], [1.007845, 4.724837, 1.426878], [0.510730, 5.699805, 0.573550], [-0.232148, 5.344079, -0.548224], [-0.491125, 4.010475, -0.813513], [-2.783313, 1.731369, -0.616877], [-2.579936, 0.231110, 0.275522], [-2.767817, 1.307494, 3.449283], [-1.184429, 1.996707, 3.087194], [-2.159590, -1.699206, 5.040995], [-1.268033, -1.788894, 7.335781], [0.808306, -0.584212, 7.909710], [2.012840, 0.714359, 6.188364], [1.154481, 0.794979, 3.878198], [-1.075417, -3.157465, 2.586372], [-2.772822, -4.904174, 2.218773], [-5.134546, -4.279319, 1.851128], [-5.805359, -1.905532, 1.852008], [-4.137111, -0.146534, 2.200666], [-2.631367, 3.508706, 3.629234], [-3.702858, 5.678603, 3.749676], [-4.828969, 6.641335, 1.762224], [-4.875121, 5.387052, -0.372938], [-3.833772, 3.219305, -0.553848], [-2.052384, -0.494485, -1.859407], [-1.898921, -1.106293, -4.230778], [-0.175598, -0.087304, -5.673167], [1.403951, 1.564341, -4.747781], [1.275224, 2.214386, -2.383781], [1.166672, 2.618808, 1.811770], [1.605706, 5.005686, 2.283270], [0.718175, 6.742979, 0.771759], [-0.595665, 6.108996, -1.221422], [-1.048163, 3.736676, -1.703181]],
  "forces_ev_per_a": [[-0.03, 0.10, -0.01], [0.01, -0.01, 0.02], [0.01, 0.02, -0.02], [-0.01, 0.00, 0.00], [0.02, -0.01, 0.03], [-0.03, 0.05, 0.01], [-0.04, -0.05, -0.02], [-0.01, 0.05, -0.01], [0.03, -0.02, 0.01], [0.00, -0.07, -0.01], [0.04, -0.01, 0.02], [-0.02, -0.09, 0.01], [0.00, 0.01, 0.00], [-0.01, 0.04, 0.00], [0.01, 0.00, -0.02], [0.00, 0.00, 0.00], [-0.01, 0.00, 0.01], [0.02, 0.01, -0.01], [0.00, -0.02, 0.02], [0.01, -0.01, 0.00], [-0.03, 0.03, -0.01], [0.01, 0.01, -0.01], [-0.01, -0.01, 0.01], [0.00, 0.01, 0.00], [-0.07, 0.00, 0.00], [0.03, 0.06, 0.04], [0.00, 0.00, 0.01], [-0.03, -0.01, -0.06], [0.00, -0.04, 0.01], [-0.02, 0.02, 0.01], [0.00, 0.01, -0.02], [0.01, -0.01, 0.00], [0.00, -0.01, 0.00], [0.00, 0.02, 0.00], [0.03, -0.04, -0.01], [0.00, 0.02, 0.01], [0.01, 0.01, -0.01], [0.00, -0.02, 0.01], [-0.01, -0.01, 0.00], [0.01, 0.03, 0.02], [-0.03, -0.01, 0.01], [0.00, -0.03, -0.06], [0.02, -0.04, 0.05], [-0.02, 0.06, 0.00], [0.00, -0.04, -0.06], [0.03, 0.02, 0.06], [0.03, -0.02, 0.09], [-0.11, -0.14, -0.08], [0.14, 0.08, -0.13], [-0.05, 0.00, 0.14], [-0.06, -0.06, -0.06], [0.09, 0.05, -0.10], [-0.02, 0.02, 0.15], [0.01, 0.05, -0.06], [0.02, 0.03, 0.02], [-0.01, -0.04, 0.00], [-0.01, 0.01, -0.02], [0.01, 0.03, 0.03], [-0.01, -0.02, -0.01], [-0.01, 0.00, 0.00], [0.01, -0.01, 0.00], [0.01, 0.01, -0.01], [-0.02, 0.00, 0.00], [0.00, -0.01, 0.00], [0.00, 0.00, 0.00], [0.00, 0.00, 0.00], [0.00, 0.00, 0.00], [0.00, 0.01, -0.01], [0.01, 0.00, -0.02], [0.00, 0.00, 0.01], [0.00, 0.00, 0.00], [0.00, 0.01, -0.01], [0.01, 0.00, 0.00], [0.00, 0.00, 0.01], [0.00, 0.00, 0.00], [0.00, 0.00, 0.00], [0.00, -0.01, 0.00], [0.00, -0.01, -0.02], [0.02, 0.02, -0.01], [0.00, -0.01, 0.00], [0.00, 0.00, 0.00], [0.00, 0.00, 0.00], [0.00, 0.00, 0.02], [0.00, -0.01, 0.01], [0.00, 0.00, 0.00], [0.00, 0.00, -0.01], [0.00, 0.00, 0.00], [0.00, 0.00, 0.02]],
  "total_energy_ha": -3147.1715,
  "e_lumo_ev": [-7.4, -11.0],
  "charge": 3,
  "multiplicity": 5,
  "homo_lumo_gap_ha": [0.2871, 0.2069],
  "s_squared": 6.061
}

=====

Record 2
{
  "formula": "C40H42CeN9O2S2",
  "method": "ωB97M-V with the def2-TZVPD basis set",
  "symbols": ["Ce", "C", "C", "C", "C", "C", "N", "C", "C", "C", "N", "C", "C", "C", "C", "C", "C", "C", "C", "N", "C", "C", "C", "N", "C", "C", "C", "C", "O", "C", "O", "H", "H", "H", "H", "H", "H", "H", "H", "H", "H", "H", "H", "H", "H", "H", "H", "H", "H", "H", "H", "H", "H", "H", "H", "H", "H", "H", "H", "C", "C", "N", "N", "C", "S", "N", "N", "H", "H", "H", "H", "H", "H", "S", "C", "C", "C", "C", "C", "C", "N", "C", "C", "C", "C", "C", "C", "C", "H", "H", "H", "H", "H", "H", "H", "H"],
  "coordinates": [[7.359709, 8.757543, 19.140977], [3.039851, 8.453369, 12.590277], [3.674599, 8.421133, 13.973966], [3.108564, 7.692064, 15.001824], [3.664236, 7.631573, 16.302465], [2.973938, 7.110276, 17.387996], [1.859702, 6.373423, 17.460525], [1.538060, 5.109197, 16.829307], [2.753083, 4.255862, 16.416914], [3.328502, 3.278379, 17.427475], [3.802708, 3.969989, 18.650187], [4.970112, 4.609639, 18.775757], [6.245961, 4.326819, 18.255400], [6.756662, 3.055603, 17.882919], [8.024414, 2.841794, 17.348060], [8.576714, 1.494169, 16.883804], [8.842541, 3.984640, 17.220796], [8.465981, 5.301745, 17.634657], [9.349559, 6.382690, 17.403433], [9.103018, 7.610087, 17.634686], [10.169674, 8.528908, 17.248752], [9.785151, 9.981033, 17.549424], [8.722083, 10.624693, 16.631896], [7.409047, 9.871734, 16.748271], [6.708883, 9.841435, 15.641935], [5.534744, 9.066472, 15.473897], [4.890656, 9.089312, 14.249150], [4.915824, 8.382929, 16.568951], [5.346907, 8.523965, 17.757363], [7.183860, 5.434317, 18.262029], [6.791406, 6.526403, 18.856459], [1.944527, 8.675450, 12.744854], [3.176231, 7.546112, 11.988738], [3.475913, 9.296790, 12.040988], [2.115666, 7.255294, 14.841533], [3.396011, 7.298445, 18.403392], [1.347010, 6.521028, 18.315986], [0.889859, 5.261899, 15.948520], [0.868938, 4.447488, 17.475466], [3.568645, 4.952631, 16.084449], [2.537742, 3.653497, 15.530578], [4.226410, 2.786068, 16.979813], [2.598174, 2.495878, 17.770943], [3.214003, 3.818914, 19.461822], [5.006222, 5.506200, 19.433819], [6.115103, 2.192106, 18.153267], [7.894365, 0.718464, 17.272860], [9.593375, 1.259396, 17.277497], [8.609970, 1.461969, 15.774994], [9.777197, 3.823494, 16.737518], [10.335061, 6.105913, 16.959298], [10.472780, 8.422175, 16.155333], [11.014749, 8.335554, 17.940163], [10.711369, 10.608267, 17.507729], [9.421931, 10.082597, 18.600548], [9.059934, 10.642891, 15.554083], [8.506063, 11.683797, 16.867609], [6.968323, 10.357621, 14.731941], [5.295135, 9.661963, 13.454328], [2.008301, 10.574349, 21.197740], [3.208443, 9.924918, 21.840141], [3.205420, 9.570608, 23.106666], [4.449183, 9.027257, 23.328608], [5.130023, 8.949739, 22.205714], [6.559011, 8.101378, 22.067799], [4.417255, 9.605581, 21.259495], [4.867628, 9.874667, 19.944054], [1.695939, 10.012776, 20.306824], [2.221642, 11.626696, 21.018833], [1.183357, 10.547638, 21.963053], [4.726451, 8.605590, 24.236950], [4.804350, 10.890358, 19.755656], [4.269950, 9.404988, 19.264874], [10.872936, 9.823410, 22.717160], [11.111897, 8.118645, 22.375381], [11.918172, 7.229206, 23.045346], [11.919112, 5.907889, 22.626273], [11.081051, 5.441937, 21.624558], [10.200193, 6.299241, 20.965198], [10.222127, 7.681078, 21.335735], [9.549547, 8.759173, 20.738127], [9.627855, 9.860476, 21.498493], [8.703336, 10.954390, 21.225294], [8.392803, 11.848075, 22.253052], [7.415600, 12.819868, 22.100911], [6.871946, 13.035213, 20.816747], [7.181715, 12.166141, 19.789761], [8.008874, 11.049279, 20.023662], [12.619394, 7.566052, 23.849290], [12.548541, 5.181213, 23.153647], [11.185706, 4.393231, 21.287239], [9.498023, 5.942749, 20.213218], [8.915070, 11.737270, 23.211149], [7.117439, 13.467914, 22.889403], [6.194617, 13.853658, 20.632921], [6.729873, 12.369218, 18.817573]],
  "forces_ev_per_a": [[0.10, 0.12, -0.21], [-0.74, 1.01, 0.67], [-0.10, -1.08, 0.08], [-0.45, 0.28, -0.78], [0.88, 0.30, 0.24], [0.48, 0.08, 0.99], [0.06, 0.01, 0.79], [-1.42, -1.94, -1.30], [0.77, 0.86, -0.52], [0.87, -1.10, 0.52], [0.69, -0.23, -0.31], [-0.08, 0.14, 1.27], [1.00, 0.29, -0.79], [-0.43, -1.22, -0.12], [0.06, 0.49, 0.31], [-0.41, -0.10, 0.48], [-1.42, 1.18, 0.31], [-0.99, -2.80, 0.26], [1.07, 0.14, -0.41], [-0.27, 0.34, 0.23], [0.77, 0.95, -0.24], [-0.07, 0.82, -0.40], [-0.40, -0.10, -0.92], [0.73, 0.68, -1.59], [1.14, -0.33, 2.17], [-1.54, -0.55, 0.06], [-0.67, -0.76, 0.49], [-0.71, -0.03, 0.37], [0.08, -0.41, 0.02], [-0.58, 0.83, 0.44], [1.01, 0.35, -0.36], [1.05, -0.37, -0.52], [-0.04, 0.14, 0.39], [-0.25, -0.24, -0.07], [0.43, -0.05, 0.00], [-0.34, 0.64, -0.82], [0.22, -0.23, 0.26], [0.41, 0.09, 0.16], [0.87, 1.32, -0.25], [-0.51, -0.63, 0.25], [-0.32, 0.17, 0.05], [-1.01, 0.14, 0.17], [0.68, 0.71, -0.53], [-0.06, 0.98, -0.01], [-0.35, -0.85, -0.04], [0.44, 0.41, -0.59], [0.39, 0.10, -0.46], [-0.74, 0.42, -0.26], [-0.06, -0.08, 0.67], [0.83, 0.17, -0.21], [-0.65, 0.19, 0.15], [-0.29, -0.08, 1.40], [-0.09, -0.13, -0.71], [-0.77, -0.46, 0.10], [0.43, 0.02, -0.36], [-0.23, -0.22, 1.04], [0.36, -0.49, 0.32], [0.76, 0.45, -0.10], [0.56, 0.55, -0.65], [-0.05, -0.47, 1.12], [-1.28, 0.21, 1.56], [0.09, 0.44, -0.82], [-0.98, -0.12, 0.28], [1.60, -0.32, 0.01], [1.01, -0.13, -1.08], [-0.46, 0.22, -0.30], [-0.20, 0.21, 0.55], [0.06, 0.46, 0.10], [-0.09, -0.01, -0.44], [0.84, -0.08, -0.82], [-0.48, 0.51, -1.06], [0.18, -0.60, 0.42], [0.07, -0.05, 0.18], [-0.81, -0.52, -0.55], [-1.38, 0.01, -0.75], [1.32, -0.03, 0.72], [0.40, -0.39, 0.85], [-0.34, -0.29, -0.99], [0.22, 1.29, 0.44], [1.41, -0.06, 0.01], [-1.43, -0.01, 1.14], [0.69, -1.42, -1.24], [-0.16, 0.48, 0.39], [0.09, 0.32, 0.81], [0.27, -0.11, -1.47], [0.29, -0.26, 0.91], [0.11, -0.71, -0.19], [-0.76, -0.54, -0.75], [-0.83, -0.37, -0.76], [-0.14, 0.42, -0.31], [-0.34, 0.70, 0.42], [0.23, 0.06, 0.05], [-0.32, 0.11, -0.30], [0.01, 0.31, 0.64], [-0.06, 0.18, 0.06], [0.10, -0.29, 0.03]],
  "total_energy_ha": -3463.3760,
  "e_lumo_ev": -9.0,
  "charge": 3,
  "homo_lumo_gap_ha": 0.2170
}